Entry from the OMol25 dataset: a molecular structure, C37H30N9O2Yb in a non-equilibrium geometry (ωB97M-V/def2-TZVPD).

Summary:
* LUMO energy (spin up / spin down): -0.60 / -0.60 eV
* gap between HOMO and LUMO (spin up / spin down): 6.74 / 6.74 eV
* largest force on an atom: 2.9 eV/A
* HOMO energy (spin up / spin down): -0.270 / -0.270 Eh
* multiplicity: 2

Each line ends with the Mulliken charge.
CARTESIAN COORDINATES (ANGSTROEM)
Yb -0.016 -0.560 1.048  1.28
O -0.279 1.792 1.692  -0.44
C 0.334 2.672 2.378  0.24
C 0.093 4.080 2.234  -0.71
C 1.009 5.025 2.686  -0.45
C 2.089 4.627 3.479  -0.60
C 2.311 3.281 3.788  -0.80
C 1.411 2.299 3.292  0.62
C 1.706 0.957 3.520  -0.15
N 0.958 -0.059 3.240  -0.19
C 1.496 -1.362 3.605  -0.89
C 0.370 -2.383 3.695  -0.88
N -0.190 -2.498 2.343  0.42
C -0.872 -3.570 2.148  -0.56
C -1.390 -3.971 0.883  0.87
C -2.345 -5.005 0.923  -0.92
C -2.856 -5.511 -0.305  -0.71
C -2.518 -4.871 -1.510  -0.40
C -1.762 -3.697 -1.552  -0.74
C -1.070 -3.339 -0.389  0.39
O -0.176 -2.401 -0.377  -0.50
H -0.854 4.369 1.712  0.34
H 0.787 6.092 2.507  0.36
H 2.829 5.386 3.781  0.32
H 3.077 2.941 4.444  0.44
H 2.709 0.755 3.951  0.27
H 2.053 -1.329 4.527  0.68
H 2.323 -1.664 2.918  0.19
H -0.342 -1.896 4.379  0.26
H 0.637 -3.369 4.149  0.52
H -1.164 -4.162 3.011  0.32
H -2.678 -5.356 1.886  0.39
H -3.621 -6.314 -0.336  0.31
H -2.910 -5.334 -2.418  0.41
H -1.583 -3.190 -2.492  0.43
C -4.543 -0.976 1.690  -0.79
C -5.231 -0.403 0.604  -0.44
C -4.538 0.342 -0.251  -0.66
C -3.112 0.490 -0.151  0.15
N -2.444 -0.230 0.814  0.42
C -3.164 -0.797 1.840  -0.28
N -2.589 1.377 -0.985  -0.52
C -1.310 1.605 -1.199  0.19
N -0.158 0.964 -0.914  0.22
C 0.890 1.688 -1.404  -0.06
N 2.152 1.524 -1.208  -0.45
C 2.817 0.433 -0.765  0.14
C 4.231 0.456 -0.961  -0.80
C 5.020 -0.482 -0.335  -0.38
C 4.419 -1.558 0.337  -0.96
C 3.023 -1.603 0.289  -0.49
N 2.216 -0.599 -0.109  0.39
C 0.386 2.959 -1.984  0.45
C 1.019 4.061 -2.484  -0.39
C 0.211 5.074 -2.943  -0.63
C -1.179 5.068 -2.872  -0.61
C -1.825 3.950 -2.370  -0.32
C -0.993 2.887 -1.917  0.14
H -5.070 -1.586 2.415  0.41
H -6.324 -0.518 0.547  0.39
H -4.985 0.999 -0.994  0.45
H -2.654 -1.199 2.725  0.37
H 4.661 1.230 -1.565  0.54
H 6.111 -0.382 -0.215  0.36
H 4.912 -2.336 0.834  0.52
H 2.529 -2.521 0.657  0.56
H 2.069 4.064 -2.637  0.56
H 0.716 5.966 -3.279  0.40
H -1.703 5.935 -3.313  0.37
H -2.898 3.891 -2.300  0.54
N 1.839 -0.714 -5.304  0.20
C 1.687 -1.885 -4.663  -0.56
C 0.309 -2.113 -4.573  0.07
C -0.312 -0.999 -5.146  -0.41
N 0.602 -0.090 -5.593  -0.70
H 2.692 -0.202 -5.486  0.23
H 2.568 -2.455 -4.314  0.42
H -0.253 -2.929 -4.086  0.34
H -1.364 -0.822 -5.274  0.47